No. 1
Formula: C40H41Cl2Cu2N4O3
Source: the OMol25 dataset
Level of theory: ωB97M-V/def2-TZVPD

Positions of all 92 atoms, in Å:
C1 13.33 -22.06 12.55
N1 14.13 -21.98 13.78
C2 13.78 -22.68 14.91
C3 14.68 -22.75 15.95
C4 15.81 -21.96 15.96
C5 16.06 -21.15 14.89
C6 15.18 -21.17 13.82
C7 16.76 -21.89 17.12
C8 18.13 -21.83 16.87
C9 18.97 -21.81 17.93
N2 18.51 -21.78 19.17
C10 17.20 -21.94 19.48
C11 16.26 -22.03 18.45
C12 19.50 -21.79 20.31
H1 12.66 -22.92 12.57
H2 14.07 -22.15 11.76
H3 12.78 -21.12 12.54
H4 12.82 -23.17 14.92
H5 14.45 -23.49 16.70
H6 16.91 -20.48 14.88
H7 15.51 -20.66 12.93
H8 18.47 -21.78 15.85
H9 20.04 -21.72 17.84
H10 17.01 -21.94 20.54
H11 15.20 -22.07 18.64
H12 19.08 -22.37 21.13
H13 19.74 -20.78 20.65
H14 20.49 -22.15 20.03
C13 18.18 -16.47 11.65
N3 19.24 -17.21 10.98
C14 19.41 -17.04 9.69
C15 20.24 -17.93 8.91
C16 20.83 -19.07 9.55
C17 20.62 -19.18 10.94
C18 19.81 -18.29 11.64
C19 21.78 -19.92 8.74
C20 22.90 -19.27 8.21
C21 23.98 -19.96 7.70
N4 24.00 -21.34 7.73
C22 22.97 -22.02 8.23
C23 21.81 -21.31 8.81
C24 25.17 -22.09 7.14
H15 17.30 -17.03 11.32
H16 18.17 -15.42 11.36
H17 18.39 -16.61 12.71
H18 18.92 -16.20 9.22
H19 20.35 -17.75 7.85
H20 21.01 -20.01 11.52
H21 19.54 -18.54 12.66
H22 22.98 -18.20 8.22
H23 24.83 -19.43 7.30
H24 23.09 -23.09 8.32
H25 21.08 -21.80 9.43
H26 26.05 -21.46 7.04
H27 24.89 -22.36 6.13
H28 25.41 -22.88 7.85
Cu1 20.43 -22.38 14.16
Cu2 18.71 -21.34 12.31
O1 19.41 -20.37 14.33
H29 19.66 -20.26 15.27
Cl1 21.79 -18.69 17.20
C25 22.63 -19.14 15.75
C26 22.30 -18.30 14.55
Cl2 22.87 -16.61 14.71
H30 22.36 -20.16 15.47
H31 23.68 -19.26 16.03
H32 21.21 -18.25 14.49
H33 22.76 -18.66 13.63
C27 12.96 -15.92 21.37
C28 12.99 -17.31 21.29
C29 13.86 -17.97 20.45
C30 14.65 -17.27 19.48
C31 14.69 -15.84 19.54
C32 13.83 -15.22 20.51
C33 15.67 -15.13 18.67
O2 15.71 -13.88 18.67
C34 16.65 -15.99 17.84
C35 17.71 -15.39 17.06
C36 18.60 -16.16 16.27
C37 18.46 -17.54 16.36
C38 17.44 -18.15 17.07
C39 16.51 -17.37 17.80
C40 15.38 -18.11 18.47
O3 15.19 -19.31 18.36
H34 12.28 -15.35 21.99
H35 12.31 -17.84 21.94
H36 13.89 -19.04 20.51
H37 13.90 -14.14 20.49
H38 17.86 -14.32 17.09
H39 19.45 -15.71 15.79
H40 19.17 -18.11 15.78
H41 17.25 -19.21 17.01

Output
Net charge   +5
Multiplicity   1
HOMO-LUMO gap   0.06826 Eh
ΔE to the lowest compared entry with this formula, charge and spin   69.3 kcal per mole
Calculated total energy   -6192.86597 Ha

Atom charges from the Mulliken analysis, given in e for atoms 1 to 5: C -0.83; N 0.05; C -0.50; C -0.51; C 0.37


No. 2
Formula: C18H46N6O16P2SV
Source: the OMol25 dataset
Level of theory: ωB97M-V/def2-TZVPD

Positions of all 90 atoms, in Å:
O1 -1.47 -1.30 0.50
V1 -2.77 -0.92 1.34
O2 -3.81 1.52 -2.24
C1 -4.23 0.46 -1.50
O3 -3.51 0.03 -0.56
O4 -5.37 0.02 -1.72
H1 -4.59 1.88 -2.68
O5 -6.10 0.51 3.81
C2 -5.88 0.02 2.56
O6 -4.71 -0.32 2.22
O7 -6.82 -0.02 1.75
H2 -5.41 0.05 4.33
O8 -1.42 -2.41 5.30
C3 -2.32 -1.91 4.35
O9 -1.93 -1.45 3.26
O10 -3.50 -1.92 4.80
H3 -2.20 -2.41 5.92
O11 -4.19 -4.35 -1.02
C4 -4.66 -3.42 -0.14
O12 -3.79 -2.83 0.59
O13 -5.86 -3.11 -0.19
H4 -3.26 -4.22 -0.74
O14 -1.91 1.15 1.56
P1 -1.46 2.52 1.21
N1 -0.28 2.99 2.33
C5 1.12 2.63 2.15
C6 -0.65 3.08 3.75
N2 -2.64 3.77 1.58
C7 -4.01 3.55 1.02
C8 -2.35 5.14 1.96
N3 -0.87 2.80 -0.29
C9 -0.35 1.69 -1.11
C10 -0.53 4.16 -0.73
H5 1.25 2.40 1.09
H6 1.44 1.75 2.72
H7 1.78 3.44 2.45
H8 0.20 3.39 4.36
H9 -0.84 2.07 4.12
H10 -1.48 3.77 3.90
H11 -4.70 4.31 1.36
H12 -3.89 3.47 -0.07
H13 -4.34 2.57 1.36
H14 -2.01 5.82 1.16
H15 -3.10 5.74 2.48
H16 -1.52 5.13 2.67
H17 0.73 1.59 -0.97
H18 -0.86 0.80 -0.73
H19 -0.58 1.79 -2.17
H20 -1.42 4.45 -1.30
H21 0.39 4.17 -1.31
H22 -0.45 4.87 0.09
O15 4.31 -4.09 0.00
P2 4.39 -2.69 -0.46
N4 4.29 -2.44 -2.17
C11 3.26 -3.10 -2.97
C12 4.87 -1.25 -2.77
N5 5.87 -1.98 -0.04
C13 7.11 -2.32 -0.72
C14 6.09 -1.48 1.35
N6 3.18 -1.70 0.13
C15 3.24 -0.27 0.14
C16 1.89 -2.36 0.30
H23 2.71 -3.75 -2.31
H24 3.65 -3.51 -3.91
H25 2.63 -2.31 -3.39
H26 4.08 -0.51 -2.93
H27 5.28 -1.55 -3.73
H28 5.68 -0.83 -2.18
H29 7.78 -1.47 -0.56
H30 7.49 -3.20 -0.19
H31 7.02 -2.52 -1.78
H32 7.05 -1.85 1.69
H33 5.93 -0.40 1.32
H34 5.26 -1.85 1.95
H35 2.85 0.16 -0.79
H36 2.75 0.09 1.04
H37 4.25 0.14 0.27
H38 1.09 -1.65 0.53
H39 1.86 -3.00 1.18
H40 1.56 -2.82 -0.62
C17 -0.17 -2.68 -4.86
S1 -1.17 -1.90 -3.52
O16 -0.36 -1.73 -2.25
C18 -1.16 -0.19 -4.12
H41 -0.45 -2.37 -5.87
H42 -0.29 -3.76 -4.80
H43 0.82 -2.28 -4.65
H44 -1.79 0.50 -3.57
H45 -1.63 -0.15 -5.11
H46 -0.12 0.14 -4.17

Output
Net charge   -2
Multiplicity   2
HOMO-LUMO gap (alpha / beta)   0.20550 / 0.20539 Eh
ΔE to the lowest compared entry with this formula, charge and spin   70.7 kcal per mole
Calculated total energy   -4270.97468 Ha

Atom charges from the Mulliken analysis, given in e for atoms 1 to 5: O 0.20; V 1.45; O -0.48; C 0.35; O 0.00


No. 3
Formula: C6H9F
Source: the OMol25 dataset
Level of theory: ωB97M-V/def2-TZVPD

Positions of all 16 atoms, in Å:
F1 2.42 -0.92 -0.23
C1 1.20 -0.49 0.33
C2 1.02 1.07 0.08
C3 -0.52 1.33 -0.30
C4 -0.95 0.01 0.21
C5 -1.46 -1.32 -0.02
C6 0.01 -1.05 -0.34
H1 1.23 -0.77 1.41
H2 1.35 1.58 0.97
H3 1.60 1.35 -0.78
H4 -0.94 2.21 0.15
H5 -0.59 1.46 -1.38
H6 -0.77 0.11 1.31
H7 -1.65 -1.90 0.90
H8 -2.11 -1.64 -0.86
H9 0.16 -1.03 -1.45

Output
Multiplicity   1
SMILES   F[C@H]1CC[C@H]2C[C@@H]21
HOMO-LUMO gap   0.36254 Eh
ΔE to the lowest compared entry with this formula, charge and spin   58.7 kcal per mole
Calculated total energy   -333.76278 Ha

Atom charges from the Mulliken analysis, given in e for atoms 1 to 5: F -0.37; C 0.00; C -0.66; C -0.80; C 0.25


No. 4
Formula: H18O9
Source: the OMol25 dataset
Level of theory: ωB97M-V/def2-TZVPD

Positions of all 27 atoms, in Å:
O1 -0.66 -1.50 0.76
H1 -0.62 -0.85 0.00
H2 0.22 -1.90 0.80
O2 -0.01 1.72 3.00
H3 -0.15 1.04 3.66
H4 -0.70 1.55 2.31
O3 2.13 -1.33 1.27
H5 2.89 -1.78 0.91
H6 2.03 -0.44 0.87
O4 -2.10 0.41 1.96
H7 -3.01 0.09 2.05
H8 -1.56 -0.37 1.70
O5 -1.18 0.40 -1.07
H9 -0.35 0.65 -1.57
H10 -1.30 1.04 -0.37
O6 -2.30 -1.97 -1.90
H11 -2.74 -1.11 -1.80
H12 -1.84 -2.04 -1.04
O7 2.10 1.70 1.41
H13 2.75 1.54 2.10
H14 1.35 2.04 1.96
O8 1.14 -0.94 -3.26
H15 0.77 -1.72 -2.84
H16 0.44 -0.69 -3.87
O9 0.92 1.54 -2.24
H17 1.33 1.66 -1.36
H18 1.22 0.67 -2.57

Output
Multiplicity   1
SMILES   O.O.O.O.O.O.O.O.O
HOMO-LUMO gap   0.41077 Eh
ΔE to the lowest compared entry with this formula, charge and spin   34.7 kcal per mole
Calculated total energy   -687.97057 Ha

Atom charges from the Mulliken analysis, given in e for atoms 1 to 5: O -0.74; H 0.39; H 0.32; O -0.67; H 0.29


No. 5
Formula: C3H5CeO2
Source: the OMol25 dataset
Level of theory: ωB97M-V/def2-TZVPD

Positions of all 11 atoms, in Å:
H1 0.35 0.51 1.20
C1 -1.60 0.86 0.02
C2 -0.94 -0.34 0.32
O1 0.02 -0.65 -0.68
C3 0.93 -1.56 -0.45
O2 2.06 -0.89 -0.49
Ce1 1.59 2.27 -0.03
H2 -2.18 1.28 0.85
H3 -1.59 1.24 -1.01
H4 -1.47 -1.25 0.60
H5 2.82 -1.47 -0.31

Output
Net charge   +1
Multiplicity   3
HOMO-LUMO gap (alpha / beta)   0.19825 / 0.19811 Eh
Calculated total energy   -742.31922 Ha

Atom charges from the Mulliken analysis, given in e for atoms 1 to 5: H -0.12; C -1.08; C 0.12; O 0.00; C -0.25


No. 6
Formula: C4H3ClF2
Source: the OMol25 dataset
Level of theory: ωB97M-V/def2-TZVPD

Positions of all 10 atoms, in Å:
C1 -0.91 0.72 1.12
C2 -0.26 0.85 -1.05
C3 0.54 -0.24 -0.58
C4 -0.05 -0.58 0.81
F1 -2.15 0.43 1.26
F2 1.08 -0.59 1.59
Cl1 -0.02 1.65 -2.51
H1 0.86 -1.13 -1.12
H2 1.51 0.47 -0.29
H3 -0.59 -1.58 0.77

Output
Multiplicity   3
HOMO-LUMO gap (alpha / beta)   0.28953 / 0.29933 Eh
ΔE to the lowest compared entry with this formula, charge and spin   49.2 kcal per mole
Calculated total energy   -813.86062 Ha

Atom charges from the Mulliken analysis, given in e for atoms 1 to 5: C -0.05; C -0.26; C -0.39; C 0.33; F -0.12


No. 7
Formula: C5H4N2
Source: the OMol25 dataset
Level of theory: ωB97M-V/def2-TZVPD

Positions of all 11 atoms, in Å:
H1 -3.21 -0.38 -0.81
N1 -2.36 -0.05 -0.34
N2 -1.88 0.86 -1.04
C1 -0.67 1.38 -0.45
C2 -0.06 0.55 0.36
C3 0.35 -0.58 0.88
C4 1.63 -0.96 0.39
C5 2.80 -1.03 0.11
H2 -0.37 2.39 -0.72
H3 -0.13 -1.09 1.70
H4 3.83 -1.17 -0.11

Output
Multiplicity   1
SMILES   [H]/N=N/C=C=CC#C
HOMO-LUMO gap   0.32819 Eh
ΔE to the lowest compared entry with this formula, charge and spin   124.2 kcal per mole
Calculated total energy   -302.23031 Ha

Atom charges from the Mulliken analysis, given in e for atoms 1 to 5: H 0.24; N -0.43; N -0.14; C -0.43; C 0.45


No. 8
Formula: C63H70IN4O3P2S2ScSi2Te
Source: the OMol25 dataset
Level of theory: ωB97M-V/def2-TZVPD

Positions of all 149 atoms, in Å:
Sc1 0.77 -1.81 1.01
C1 -0.78 -4.80 -0.03
C2 -1.24 -3.49 0.54
N1 -1.01 -2.41 -0.17
N2 -1.84 -1.34 0.16
C3 -1.41 -0.12 0.17
S1 0.20 0.50 0.06
S2 -2.70 1.08 0.37
C4 -4.06 0.12 1.07
C5 -5.13 -0.36 0.12
C6 -6.46 -0.04 0.37
C7 -7.47 -0.49 -0.47
C8 -7.16 -1.27 -1.58
C9 -5.83 -1.58 -1.84
C10 -4.82 -1.13 -1.00
C11 -1.91 -3.43 1.84
C12 -2.93 -4.33 2.17
C13 -3.58 -4.25 3.38
C14 -3.18 -3.28 4.30
C15 -2.15 -2.42 4.02
C16 -1.48 -2.48 2.79
O1 -0.45 -1.67 2.56
H1 -1.49 -5.11 -0.80
H2 0.19 -4.68 -0.51
H3 -0.72 -5.56 0.74
H4 -3.62 -0.72 1.61
H5 -4.52 0.78 1.81
H6 -6.70 0.57 1.23
H7 -8.50 -0.22 -0.26
H8 -7.95 -1.62 -2.23
H9 -5.58 -2.19 -2.70
H10 -3.79 -1.36 -1.22
H11 -3.24 -5.07 1.44
H12 -4.39 -4.93 3.62
H13 -3.68 -3.22 5.26
H14 -1.81 -1.68 4.74
C17 0.96 -5.71 3.45
C18 1.96 -4.65 3.80
N3 2.60 -4.73 4.94
C19 3.47 -3.76 5.29
C20 3.79 -2.69 4.48
C21 4.76 -1.64 4.97
O2 5.71 -2.14 5.89
C22 3.12 -2.59 3.23
C23 3.60 -1.70 2.19
N4 2.97 -1.45 1.10
C24 3.65 -0.80 0.03
C25 4.23 0.45 0.19
C26 4.84 1.07 -0.89
C27 4.86 0.44 -2.13
C28 4.29 -0.81 -2.29
C29 3.68 -1.43 -1.21
I1 2.84 -3.33 -1.43
C30 2.15 -3.56 2.90
O3 1.44 -3.52 1.81
H15 0.97 -6.48 4.21
H16 1.19 -6.15 2.47
H17 -0.04 -5.28 3.37
H18 3.94 -3.85 6.26
H19 4.20 -0.86 5.49
H20 5.26 -1.14 4.13
H21 6.11 -2.94 5.52
H22 4.63 -1.35 2.28
H23 4.18 0.94 1.15
H24 5.28 2.05 -0.77
H25 5.32 0.94 -2.98
H26 4.30 -1.30 -3.25
C31 -0.22 4.06 3.31
Si1 -0.62 2.77 4.61
C32 -1.75 1.46 3.91
C33 -1.42 3.61 6.09
C34 0.94 1.89 5.21
Te1 2.19 1.27 3.59
C35 3.30 3.10 3.47
Si2 5.03 3.01 4.20
C36 4.94 2.42 5.98
C37 5.79 4.72 4.13
C38 6.09 1.84 3.18
H27 -1.15 4.51 2.96
H28 0.27 3.61 2.45
H29 0.41 4.86 3.70
H30 -2.58 1.91 3.35
H31 -2.18 0.85 4.71
H32 -1.22 0.81 3.22
H33 -2.35 4.11 5.81
H34 -0.76 4.37 6.52
H35 -1.66 2.89 6.88
H36 0.64 0.96 5.72
H37 1.57 2.44 5.91
H38 2.70 3.84 4.01
H39 3.30 3.42 2.42
H40 4.81 3.27 6.66
H41 5.85 1.90 6.28
H42 4.10 1.74 6.14
H43 5.21 5.43 4.72
H44 5.83 5.10 3.10
H45 6.81 4.72 4.52
H46 5.69 0.82 3.17
H47 7.09 1.79 3.60
H48 6.18 2.18 2.15
C39 -1.13 0.91 -5.19
P1 -0.18 0.45 -3.66
C40 0.31 -1.26 -4.13
C41 1.43 -1.62 -4.88
C42 1.66 -2.94 -5.23
C43 0.77 -3.93 -4.83
C44 -0.33 -3.59 -4.06
C45 -0.55 -2.27 -3.71
C46 1.33 1.47 -3.97
C47 1.81 2.20 -2.89
C48 2.88 3.08 -3.05
C49 3.48 3.23 -4.29
C50 3.00 2.50 -5.37
C51 1.93 1.63 -5.21
P2 -2.90 0.38 -5.08
C52 -3.47 1.05 -6.69
C53 -4.22 2.21 -6.84
C54 -4.62 2.64 -8.09
C55 -4.28 1.91 -9.22
C56 -3.54 0.75 -9.09
C57 -3.15 0.31 -7.83
C58 -3.60 1.59 -3.90
C59 -3.02 2.80 -3.54
C60 -3.68 3.67 -2.68
C61 -4.92 3.33 -2.16
C62 -5.51 2.12 -2.51
C63 -4.85 1.26 -3.37
H49 -0.71 0.44 -6.08
H50 -1.06 1.99 -5.33
H51 2.14 -0.86 -5.20
H52 2.53 -3.20 -5.82
H53 0.94 -4.96 -5.11
H54 -1.03 -4.36 -3.73
H55 -1.41 -2.01 -3.09
H56 1.34 2.10 -1.92
H57 3.23 3.66 -2.20
H58 4.31 3.92 -4.42
H59 3.46 2.61 -6.35
H60 1.56 1.10 -6.08
H61 -4.49 2.79 -5.96
H62 -5.21 3.55 -8.19
H63 -4.60 2.25 -10.20
H64 -3.28 0.17 -9.97
H65 -2.59 -0.61 -7.74
H66 -2.05 3.09 -3.93
H67 -3.21 4.60 -2.40
H68 -5.42 4.01 -1.48
H69 -6.46 1.84 -2.09
H70 -5.30 0.31 -3.62

Output
Multiplicity   1
HOMO-LUMO gap   0.25639 Eh
ΔE to the lowest compared entry with this formula, charge and spin   0.0 kcal per mole
Calculated total energy   -6272.14893 Ha

Atom charges from the Mulliken analysis, given in e for atoms 1 to 5: Sc 0.32; C -1.41; C 0.25; N -0.63; N 0.88


No. 9
Formula: C36H44N3O2
Source: the OMol25 dataset
Level of theory: ωB97M-V/def2-TZVPD

Positions of all 85 atoms, in Å:
C1 3.86 -1.59 -3.59
N1 3.17 -1.13 -2.41
C2 3.90 -0.86 -1.28
O1 5.08 -1.13 -1.12
C3 2.98 -0.17 -0.30
C4 3.40 1.29 -0.07
C5 3.55 2.04 -1.37
C6 4.76 1.96 -2.09
C7 4.90 2.61 -3.31
C8 3.84 3.36 -3.84
C9 2.66 3.49 -3.10
C10 2.53 2.86 -1.86
N2 1.67 -0.31 -0.93
C11 0.62 0.33 -0.39
C12 -0.57 0.56 -1.06
C13 -1.82 0.62 -0.43
C14 -3.04 0.54 -1.19
C15 -4.26 0.20 -0.55
C16 -5.42 -0.05 -1.27
C17 -5.40 0.06 -2.68
C18 -4.21 0.43 -3.33
C19 -3.05 0.68 -2.61
C20 1.72 -0.99 -2.25
C21 0.96 -2.38 -2.42
C22 1.54 -3.39 -1.43
C23 1.15 -2.88 -3.85
C24 -0.53 -2.22 -2.19
H1 4.85 -1.12 -3.61
H2 4.01 -2.68 -3.58
H3 3.30 -1.30 -4.49
H4 2.99 -0.74 0.65
H5 2.66 1.78 0.58
H6 4.36 1.25 0.45
H7 5.58 1.36 -1.67
H8 5.85 2.51 -3.86
H9 3.95 3.85 -4.81
H10 1.83 4.08 -3.49
H11 1.62 2.99 -1.26
H12 0.77 0.67 0.64
H13 -0.51 0.69 -2.14
H14 -1.89 0.66 0.66
H15 -4.25 0.10 0.54
H16 -6.33 -0.33 -0.75
H17 -6.30 -0.14 -3.25
H18 -4.19 0.52 -4.42
H19 -2.14 0.97 -3.14
H20 1.34 -0.31 -3.04
H21 1.41 -3.06 -0.39
H22 1.02 -4.35 -1.55
H23 2.61 -3.56 -1.62
H24 0.94 -2.08 -4.58
H25 2.16 -3.28 -4.03
H26 0.46 -3.70 -4.05
H27 -0.96 -1.46 -2.86
H28 -1.04 -3.17 -2.40
H29 -0.76 -1.96 -1.15
C25 -6.19 1.83 3.25
C26 -6.01 0.47 2.98
C27 -4.72 -0.07 2.92
C28 -3.58 0.75 3.12
C29 -2.24 0.18 3.06
C30 -1.23 0.66 3.87
N3 -0.05 0.05 4.16
C31 0.69 0.57 5.33
C32 2.10 -0.01 5.39
O2 2.10 -1.42 5.16
C33 1.57 -1.77 3.88
C34 0.11 -1.34 3.74
C35 -3.79 2.11 3.46
C36 -5.08 2.64 3.52
H30 -7.20 2.25 3.29
H31 -6.87 -0.19 2.83
H32 -4.57 -1.14 2.75
H33 -2.10 -0.73 2.46
H34 -1.33 1.65 4.34
H35 0.73 1.66 5.24
H36 0.16 0.31 6.27
H37 2.74 0.53 4.66
H38 2.49 0.09 6.42
H39 2.16 -1.32 3.06
H40 1.64 -2.87 3.86
H41 -0.52 -2.03 4.35
H42 -0.19 -1.43 2.69
H43 -2.92 2.73 3.70
H44 -5.22 3.69 3.79

Output
Net charge   +1
Multiplicity   1
HOMO-LUMO gap   0.18918 Eh
ΔE to the lowest compared entry with this formula, charge and spin   0.0 kcal per mole
Calculated total energy   -1712.67914 Ha

Atom charges from the Mulliken analysis, given in e for atoms 1 to 5: C -1.23; N 0.67; C -0.31; O -0.66; C 0.80